Here is 4 unconnected molecules or ions with the total composition C17H31IN2O7 from the Open Molecules 2025 dataset. Energies are from ωB97M-V/def2-TZVPD.

Positions of all 58 atoms, in Å:
N  -0.548  -1.585  -1.201
C  0.049  -1.120  -2.487
C  0.026  0.406  -2.615
C  1.431  1.049  -2.645
C  2.017  0.918  -1.229
N  2.938  1.999  -0.845
O  2.154  0.367  -3.676
C  3.498  0.669  -3.747
I  4.766  -0.852  -2.819
H  -0.510  -2.601  -1.236
H  0.118  -1.353  -0.466
H  1.054  -1.537  -2.577
H  -0.555  -1.525  -3.296
H  -0.522  0.690  -3.517
H  -0.522  0.867  -1.792
H  1.268  2.102  -2.896
H  1.171  1.001  -0.554
H  2.429  -0.081  -1.048
H  3.042  1.931  0.163
H  3.872  1.823  -1.205
H  3.742  1.651  -3.349
H  3.796  0.648  -4.792
O  0.715  0.697  1.413
C  -0.248  1.268  1.848
O  -0.466  2.585  1.668
C  -1.642  2.994  2.394
C  -2.449  1.721  2.592
C  -1.351  0.665  2.687
H  -1.323  3.436  3.340
H  -2.169  3.747  1.814
H  -3.107  1.761  3.458
H  -3.065  1.531  1.711
H  -0.983  0.545  3.709
H  -1.660  -0.296  2.287
O  1.268  -1.650  5.435
C  1.892  -0.668  5.162
O  1.585  0.565  5.647
C  2.445  1.553  5.051
C  3.671  0.787  4.581
C  3.079  -0.571  4.224
H  1.911  2.023  4.221
H  2.690  2.314  5.788
H  4.189  1.276  3.758
H  4.378  0.678  5.405
H  2.716  -0.597  3.195
H  3.779  -1.383  4.396
O  -4.649  -0.124  -4.088
C  -4.546  -1.221  -3.624
O  -5.603  -1.909  -3.124
C  -5.157  -3.146  -2.543
C  -3.820  -3.441  -3.206
C  -3.280  -2.035  -3.461
H  -5.062  -3.005  -1.464
H  -5.903  -3.915  -2.733
H  -3.168  -4.065  -2.597
H  -3.982  -3.951  -4.157
H  -2.726  -1.650  -2.602
H  -2.669  -1.981  -4.357

Properties
* E_HOMO: -9.24 eV
* E_tot: -43545.253 eV
* structure (SMILES): NCC[C@@H](CN)OCI.O=C1CCCO1.O=C1CCCO1.O=C1CCCO1

=====

Here is a molecular structure, C17H31IrN8O2 from the Open Molecules 2025 dataset. Energies are from ωB97M-V/def2-TZVPD.

Positions of all 59 atoms, in Å:
Ir  -0.225  -0.655  1.048
C  -3.390  -0.081  -0.091
N  -3.060  1.164  0.626
C  -4.076  1.616  1.593
C  -1.881  1.754  0.533
N  -0.758  0.989  0.134
C  0.115  1.448  -0.823
C  -0.076  2.545  -1.681
C  0.958  2.951  -2.479
C  2.236  2.294  -2.431
C  2.394  1.149  -1.719
C  1.290  0.639  -0.983
N  1.225  -0.545  -0.335
C  2.035  -1.642  -0.690
N  2.485  -2.465  0.246
C  2.595  -3.919  0.012
C  2.652  -2.067  1.642
N  2.321  -1.852  -1.968
C  1.438  -1.484  -3.081
C  3.586  -2.475  -2.395
N  -1.716  3.038  0.814
C  -2.788  4.028  0.602
C  -0.456  3.609  1.307
H  -4.472  -0.150  -0.161
H  -3.031  -0.960  0.442
H  -2.976  -0.072  -1.097
H  -4.548  0.730  2.016
H  -4.854  2.212  1.118
H  -3.612  2.189  2.392
H  -1.029  3.055  -1.714
H  0.825  3.796  -3.143
H  3.067  2.708  -2.987
H  3.344  0.634  -1.691
H  2.288  -4.176  -0.995
H  1.927  -4.421  0.712
H  3.613  -4.260  0.191
H  3.093  -1.076  1.722
H  3.316  -2.782  2.123
H  1.704  -2.106  2.189
H  0.451  -1.205  -2.724
H  1.339  -2.353  -3.730
H  1.869  -0.675  -3.670
H  4.246  -2.637  -1.551
H  4.067  -1.795  -3.099
H  3.399  -3.416  -2.911
H  -3.529  3.639  -0.090
H  -2.329  4.915  0.168
H  -3.264  4.318  1.537
H  0.247  2.829  1.586
H  -0.678  4.208  2.189
H  -0.006  4.259  0.557
N  -1.132  -1.082  2.986
N  -1.788  -2.325  2.863
C  -1.484  -3.115  1.773
O  -1.802  -4.242  1.628
O  -0.750  -2.435  0.820
H  -0.444  -1.105  3.740
H  -1.815  -0.367  3.232
H  -2.154  -2.776  3.693

Properties
* spin multiplicity: 2
* E_HOMO (spin up / spin down): -18.07 / -18.39 eV
* E_tot: -36958.544 eV
* charge: +3

=====

Here is a gas-phase ion, C17H32BrN2O3 (charge +1) from the Open Molecules 2025 dataset. Energies are from ωB97M-V/def2-TZVPD.

Positions of all 55 atoms, in Å:
C  -0.999  3.902  -5.107
O  -1.604  2.603  -5.310
C  -0.881  1.668  -4.512
C  -1.340  0.175  -4.767
C  -0.234  -0.739  -4.133
C  -0.675  -2.188  -3.724
C  -2.135  -2.361  -3.187
C  -2.377  -1.969  -1.671
C  -1.175  -1.271  -0.939
C  -1.716  -0.733  0.472
C  -1.143  -1.526  1.697
C  0.178  -0.944  2.303
C  0.913  -2.081  3.139
O  1.897  -1.281  3.829
C  1.349  -0.058  4.276
C  2.172  1.244  4.065
C  3.568  1.274  4.813
C  4.750  1.328  3.769
Br  3.789  -0.143  6.169
N  0.047  0.020  3.448
N  -0.314  1.284  2.859
C  -1.090  1.951  3.603
O  -1.598  2.546  4.461
H  -1.813  4.665  -5.157
H  -0.227  4.102  -5.900
H  -0.494  3.944  -4.106
H  -1.127  1.896  -3.429
H  0.237  1.780  -4.596
H  -1.360  0.076  -5.885
H  -2.348  0.095  -4.307
H  0.563  -0.857  -4.918
H  0.259  -0.152  -3.315
H  0.050  -2.593  -2.970
H  -0.577  -2.868  -4.612
H  -2.367  -3.459  -3.263
H  -2.918  -1.861  -3.806
H  -2.596  -2.913  -1.098
H  -3.292  -1.331  -1.555
H  -0.822  -0.368  -1.481
H  -0.385  -2.038  -0.763
H  -2.826  -0.890  0.480
H  -1.512  0.368  0.526
H  -0.995  -2.617  1.493
H  -1.915  -1.476  2.520
H  0.827  -0.430  1.558
H  0.070  -2.494  3.756
H  1.345  -2.917  2.553
H  0.993  -0.134  5.336
H  1.564  2.084  4.495
H  2.352  1.477  2.987
H  3.614  2.238  5.377
H  4.996  2.413  3.621
H  5.664  0.793  4.106
H  4.426  0.957  2.764
H  -0.775  -0.191  4.035

Properties
* E_HOMO: -11.45 eV
* E_tot: -97302.314 eV
* charge: +1
* structure (SMILES): COCCCCCCCCC[C@@H]1CO[C@@H](C[C@H](C)Br)[N@H+]1N=C=O

=====

Here is a molecular structure, C17H32ClN5O3S from the Open Molecules 2025 dataset. Energies are from ωB97M-V/def2-TZVPD.

Positions of all 59 atoms, in Å:
N  -4.182  -2.578  1.933
C  -3.097  -2.147  2.419
N  -2.890  -0.805  2.893
N  -1.987  -3.010  2.553
C  -1.185  -3.031  1.300
C  -0.170  -1.881  1.259
C  1.176  -2.245  1.883
C  2.370  -1.458  1.287
C  2.020  -0.052  0.902
C  2.168  0.395  -0.384
C  1.798  1.703  -0.801
C  1.988  2.025  -2.271
C  1.007  3.074  -2.813
C  0.707  2.854  -4.301
Cl  -1.047  2.776  -4.634
C  1.300  2.608  0.093
C  1.142  2.187  1.437
N  0.642  2.928  2.441
S  0.644  1.993  3.736
N  1.255  0.642  3.134
C  1.488  0.885  1.836
H  -4.880  -1.841  1.914
H  -3.757  -0.446  3.270
H  -2.644  -0.211  2.108
H  -2.415  -3.927  2.635
H  -1.845  -2.897  0.446
H  -0.641  -3.961  1.180
H  -0.064  -1.613  0.213
H  -0.578  -1.039  1.808
H  1.182  -2.090  2.955
H  1.358  -3.302  1.696
H  2.719  -1.965  0.391
H  3.201  -1.449  1.987
H  2.571  -0.291  -1.112
H  3.017  2.315  -2.462
H  1.776  1.104  -2.808
H  1.401  4.077  -2.701
H  0.075  3.003  -2.270
H  1.145  1.935  -4.667
H  1.096  3.670  -4.896
H  1.036  3.607  -0.206
C  0.906  -4.073  -1.546
O  -0.202  -3.237  -1.866
H  1.341  -3.702  -0.621
H  0.588  -5.108  -1.396
H  1.666  -4.038  -2.332
H  -0.587  -3.565  -2.683
C  -2.108  0.409  -8.066
O  -1.075  0.607  -7.109
H  -1.738  -0.288  -8.813
H  -3.001  -0.017  -7.600
H  -2.372  1.348  -8.561
H  -1.399  1.226  -6.444
C  -0.180  3.506  7.189
O  -0.273  2.349  8.014
H  -0.507  4.359  7.777
H  0.851  3.672  6.865
H  -0.827  3.410  6.313
H  0.014  1.593  7.496

Properties
* E_HOMO: -8.83 eV
* E_tot: -55097.178 eV

=====

M, record by record: 502.346, 571.706, 392.358, 421.995 u